Here is C13H20AsBrCrF6O3P2 as an isolated structure from the OMol25 dataset. Energies are from the ωB97M-V functional and the def2-TZVPD basis.

Atoms and positions in Å:
Cr  -0.227  -0.131  -0.166
C  -3.258  2.196  0.415
P  -1.795  1.304  1.010
C  -0.872  2.635  1.848
C  -2.399  0.292  2.413
C  -1.262  -0.562  2.966
P  -0.500  -1.546  1.629
C  0.956  -2.313  2.365
C  -1.645  -2.903  1.295
H  -3.698  2.723  1.264
H  -3.978  1.501  -0.011
H  -2.964  2.925  -0.339
H  -1.498  3.106  2.607
H  -0.582  3.387  1.114
H  0.039  2.247  2.300
H  -3.208  -0.329  2.029
H  -2.807  0.951  3.184
H  -1.609  -1.231  3.757
H  -0.473  0.064  3.390
H  0.646  -2.864  3.255
H  1.687  -1.552  2.635
H  1.411  -2.989  1.643
H  -1.849  -3.444  2.221
H  -1.188  -3.577  0.568
H  -2.575  -2.515  0.882
Br  -7.237  -2.195  -4.223
C  -5.364  -2.134  -3.936
C  -4.515  -2.707  -4.870
C  -3.144  -2.664  -4.656
C  -2.627  -2.051  -3.524
C  -3.493  -1.477  -2.600
C  -4.870  -1.521  -2.799
C  -2.970  -0.820  -1.359
O  -3.724  -0.425  -0.477
O  -1.677  -0.776  -1.262
H  -4.923  -3.184  -5.751
H  -2.475  -3.118  -5.375
H  -1.562  -2.030  -3.346
H  -5.531  -1.078  -2.066
F  0.726  -1.552  -1.160
As  1.929  -2.828  -1.824
F  2.065  -3.376  -0.175
F  0.545  -3.849  -2.011
F  3.015  -4.014  -2.408
F  1.637  -2.142  -3.380
F  3.171  -1.671  -1.526
O  0.903  0.695  0.498

Computed properties:
**Frontier orbital gap (alpha / beta)**: 8.31 / 8.43 eV
**2S+1**: 1
**LUMO (alpha / beta)**: -0.87 / -0.75 eV
**Highest occupied orbital energy (alpha / beta)**: -9.2 / -9.2 eV
**ΔE to the lowest compared entry with this formula, charge and spin**: 29.8 kJ/mol

Here is C13H20B11Br7F6HgO5P as an isolated structure from the OMol25 dataset. Energies are from the ωB97M-V functional and the def2-TZVPD basis.

Atoms and positions in Å:
Hg  0.158  1.725  0.239
Br  -1.204  -1.022  -0.056
B  2.594  -1.683  0.213
B  3.880  -2.880  -0.055
C  3.905  -3.808  1.357
B  2.373  -3.365  0.753
B  2.725  -3.446  2.499
B  4.409  -2.992  2.766
B  5.126  -2.646  1.191
B  4.318  -1.259  0.491
Br  5.208  -0.006  -0.700
B  4.634  -1.318  2.249
Br  5.925  -0.141  3.103
B  3.130  -1.815  3.072
Br  2.667  -1.212  4.865
B  1.884  -2.062  1.832
Br  0.016  -1.831  2.376
B  3.064  -0.743  1.646
Br  2.579  1.137  1.753
H  4.191  -3.352  -1.089
H  4.198  -4.841  1.257
H  1.661  -4.174  0.278
H  2.218  -4.278  3.165
H  5.053  -3.547  3.585
H  6.239  -2.971  0.972
F  -1.563  2.950  -1.370
P  -0.371  3.624  -2.260
F  0.524  2.192  -1.959
F  -0.969  2.962  -3.568
F  0.298  4.175  -0.858
F  -1.216  4.959  -2.414
F  0.870  4.202  -3.065
O  1.550  -2.684  -2.223
C  1.482  -1.521  -1.957
O  1.914  -0.958  -0.816
H  1.022  -0.757  -2.596
Br  -4.149  1.070  -0.376
C  -4.518  -0.765  -0.614
C  -5.561  -1.320  0.116
C  -5.899  -2.651  -0.064
C  -5.214  -3.427  -0.990
C  -4.188  -2.863  -1.724
C  -3.811  -1.536  -1.528
C  -2.691  -1.028  -2.388
O  -2.698  -1.137  -3.581
O  -1.659  -0.400  -1.784
H  -6.105  -0.701  0.815
H  -6.710  -3.076  0.512
H  -5.480  -4.464  -1.140
H  -3.647  -3.443  -2.461
C  -2.448  2.321  3.641
C  -1.365  2.778  2.664
C  -0.104  3.185  3.422
C  -1.880  3.939  1.820
O  -1.106  1.632  1.873
H  -2.690  3.111  4.354
H  -2.103  1.445  4.190
H  -3.352  2.050  3.095
H  -0.311  3.977  4.145
H  0.655  3.560  2.729
H  0.311  2.324  3.947
H  -2.750  3.627  1.242
H  -2.160  4.786  2.448
H  -1.118  4.281  1.119

Computed properties:
**Frontier orbital gap**: 8.47 eV
**2S+1**: 1
**LUMO**: 1.18 eV
**Charge**: -1
**Highest occupied orbital energy**: -7.3 eV

Here is a 2-piece molecular cluster, C13H20BN3O5P overall in a non-equilibrium geometry from the OMol25 dataset. Energies are from the ωB97M-V functional and the def2-TZVPD basis.

Atoms and positions in Å:
C  -0.057  -2.724  3.293
C  1.401  -2.267  3.563
B  2.262  -2.279  2.255
O  2.145  -3.279  1.335
O  3.246  -1.264  2.046
C  2.963  -0.014  1.699
O  3.751  0.885  1.765
C  1.573  0.328  1.212
C  0.647  0.757  2.152
C  -0.631  1.090  1.767
O  -1.568  1.451  2.657
N  -1.002  1.003  0.476
C  -2.386  1.299  0.027
C  -2.947  2.599  0.520
N  -4.122  2.605  0.976
C  -0.109  0.585  -0.451
C  1.187  0.250  -0.143
P  2.400  -0.252  -1.421
C  1.486  -0.183  -3.004
O  2.581  -1.844  -1.102
H  -0.728  -2.129  3.915
H  -0.221  -3.763  3.559
H  -0.364  -2.535  2.263
H  1.843  -2.943  4.296
H  1.367  -1.256  3.968
H  1.502  -3.093  0.644
H  0.921  0.834  3.194
H  -1.417  2.353  2.971
H  -3.041  0.470  0.286
H  -2.339  1.332  -1.062
H  -2.351  3.511  0.436
H  -4.412  3.542  1.248
H  -0.477  0.520  -1.465
H  2.251  -0.176  -3.776
H  0.830  -1.040  -3.156
H  0.920  0.743  -3.044
H  3.397  -2.183  -1.487
C  -1.823  1.290  -5.876
C  -1.605  0.963  -4.476
N  -1.439  0.699  -3.375
H  -1.644  0.410  -6.490
H  -2.849  1.625  -6.018
H  -1.141  2.083  -6.179

Computed properties:
**Frontier orbital gap**: 7.56 eV
**2S+1**: 1
**LUMO**: -4.09 eV
**Charge**: +1
**Highest occupied orbital energy**: -11.6 eV

Here is C13H20BN8O8P2RuS as an isolated structure from the OMol25 dataset. Energies are from the ωB97M-V functional and the def2-TZVPD basis.

Atoms and positions in Å:
Ru  -0.107  -0.026  -0.487
C  -1.743  3.747  -1.713
C  -1.263  2.900  -0.716
N  -0.616  1.878  -1.270
N  -0.679  2.030  -2.607
C  -1.349  3.151  -2.898
B  -0.087  0.918  -3.489
N  -0.916  -0.371  -3.269
C  -1.676  -1.092  -4.105
C  -2.205  -2.161  -3.410
C  -1.708  -2.023  -2.113
N  -0.929  -0.949  -2.053
N  1.335  0.618  -2.981
C  2.497  0.679  -3.646
C  3.503  0.238  -2.814
C  2.859  -0.089  -1.622
N  1.555  0.158  -1.729
H  -2.293  4.662  -1.589
H  -1.358  2.963  0.355
H  -1.494  3.453  -3.922
H  -0.079  1.227  -4.644
H  -1.782  -0.795  -5.135
H  -2.856  -2.931  -3.783
H  -1.867  -2.625  -1.234
H  2.518  1.018  -4.667
H  4.550  0.144  -3.039
H  3.258  -0.523  -0.720
O  -1.984  1.258  3.707
P  -1.941  -0.300  3.697
O  -2.116  -0.985  4.961
O  -0.483  -0.763  3.098
O  -2.911  -0.776  2.525
P  -3.195  0.117  1.180
O  -4.258  -0.773  0.414
O  -3.714  1.434  1.621
O  -1.927  0.112  0.396
H  -2.641  1.629  3.052
H  -5.158  -0.562  0.690
C  3.505  -0.045  2.718
N  2.738  -0.548  1.580
C  1.520  -1.266  1.895
S  0.804  -1.941  0.323
N  1.722  -2.365  2.798
C  1.878  -2.131  4.238
H  4.208  0.700  2.348
H  4.082  -0.852  3.163
H  2.892  0.428  3.497
H  2.478  0.241  1.000
H  1.000  -3.050  2.634
H  2.923  -1.987  4.505
H  1.527  -3.019  4.760
H  1.301  -1.287  4.621
O  0.289  0.801  1.650
C  0.391  -0.269  2.232

Computed properties:
**Frontier orbital gap (alpha / beta)**: 9.06 / 7.49 eV
**2S+1**: 2
**LUMO (alpha / beta)**: 0.30 / -1.41 eV
**Highest occupied orbital energy (alpha / beta)**: -8.8 / -8.9 eV
**ΔE to the lowest compared entry with this formula, charge and spin**: 147.3 kJ/mol
**<S²>**: 0.7555

- 2S+1 of number 2 (C13H20B11Br7F6HgO5P)?
  1

- Which value of 2S+1 does entry 2 give?
  1

- Look up the 2S+1 of the first one.
  1